{
  "formula": "C4H12NO3",
  "method": "wB97M-V/def2-TZVPD",
  "e_lumo_ev": -2.9975,
  "charge": 1,
  "homo_energy_ha": -0.5678,
  "orbital_gap_ha": 0.4576,
  "elements": ["O", "O", "O", "N", "C", "C", "C", "C", "H", "H", "H", "H", "H", "H", "H", "H", "H", "H", "H", "H"],
  "positions_angstrom": [[1.241, -0.101, -1.008], [1.575, -0.497, 1.266], [-0.452, -0.988, 0.164], [0.220, 1.286, 0.615], [0.669, -0.752, -2.164], [0.628, -0.214, 0.167], [-0.890, 1.855, -0.161], [-1.024, -1.414, 1.413], [-1.121, 2.860, 0.188], [-0.611, 1.901, -1.213], [-1.775, 1.229, -0.055], [2.351, -0.951, 0.914], [1.118, -0.245, -3.016], [0.010, 1.247, 1.619], [1.074, 1.843, 0.503], [0.937, -1.809, -2.171], [-0.415, -0.647, -2.178], [-1.669, -0.635, 1.824], [-1.621, -2.289, 1.167], [-0.244, -1.679, 2.125]],
  "forces_ev_per_angstrom": [[-0.009, 0.104, 0.057], [-1.636, 0.638, -1.672], [0.018, 0.015, -0.318], [0.369, -0.628, 0.177], [-0.090, -0.172, -0.384], [1.719, 0.028, 2.418], [-0.523, 0.195, -0.362], [-0.024, -0.223, 0.265], [0.092, -0.041, 0.044], [0.071, -0.035, 0.099], [0.125, -0.002, 0.050], [-0.050, -0.011, -0.230], [-0.054, -0.084, 0.081], [0.101, 0.074, -0.237], [-0.143, -0.177, 0.090], [-0.016, 0.120, 0.048], [0.124, 0.034, -0.037], [-0.011, 0.029, -0.035], [0.007, 0.116, 0.050], [-0.069, 0.019, -0.104]],
  "nbo_charge": [-0.52, -0.75, -0.52, -0.56, -0.26, 0.95, -0.44, -0.27, 0.24, 0.24, 0.24, 0.51, 0.22, 0.44, 0.45, 0.21, 0.20, 0.18, 0.23, 0.22]
}